(1)
Below is C18H31HgN3O4STa as an isolated structure, with properties calculated with wB97M-V/def2-TZVPD.

Properties
* net charge: +2
* HOMO (alpha / beta): -14.47 / -14.47 eV
* spin multiplicity: 2
* orbital gap (alpha / beta): 0.278 / 0.107 Ha
* energy above the lowest of the compared OMol25 structures with the same formula, charge and spin: 0.0 kJ/mol
* E_LUMO (alpha / beta): -0.254 / -0.425 Eh

Each line ends with the Löwdin spin population.
CARTESIAN COORDINATES (ANGSTROEM)
N: -1.911409 0.414078 -1.336721  0.002
C: -3.086989 0.251557 -1.604488  0.001
O: -4.240152 0.130818 -1.818145  0.002
Hg: 0.154761 3.012172 -4.240490  0.630
Ta: -0.168551 0.622600 -0.436749  0.006
N: -0.151786 2.526279 0.037799  0.013
N: 1.272067 0.357843 -1.775075  0.078
C: -1.013501 3.445978 0.815446  0.001
C: 1.393526 -0.437705 -3.003472  0.018
C: -1.937620 4.175753 -0.153390  0.001
C: -0.128107 4.434052 1.580594  0.000
C: -1.862469 2.701199 1.829382  0.001
C: 2.298983 0.279762 -4.006091  0.048
C: 2.072442 -1.781974 -2.698627  0.021
C: 0.010686 -0.715891 -3.571517  0.014
H: -1.386667 4.857529 -0.809187  0.000
H: -2.665883 4.763714 0.416913  0.000
H: -2.484662 3.458144 -0.777122  0.000
H: 0.627679 3.896309 2.165851  0.000
H: -0.758594 5.012656 2.269452  0.000
H: 0.373072 5.147634 0.916802  0.000
H: -2.573410 2.007686 1.368340  0.000
H: -2.450645 3.461394 2.368294  0.000
H: -1.256882 2.175160 2.574819  0.000
H: 1.970496 1.311953 -4.210010  0.050
H: 2.274668 -0.258929 -4.963328  0.000
H: 3.337587 0.327542 -3.655196  0.002
H: 3.131919 -1.650382 -2.440485  0.000
H: 2.025553 -2.404640 -3.605797  0.000
H: 1.565655 -2.308023 -1.878174  0.001
H: -0.601504 -1.306271 -2.875869  0.001
H: 0.131073 -1.305779 -4.492965  0.000
H: -0.531469 0.200811 -3.838440  0.019
C: 2.585123 0.624032 -1.133237  0.009
H: 2.479206 0.907440 -0.075553  0.000
H: 3.207831 -0.280335 -1.157236  0.003
H: 3.123176 1.431073 -1.654558  0.003
C: 0.843575 3.259885 -0.779789  0.026
H: 1.839901 3.293681 -0.306415  0.003
H: 0.947310 2.832195 -1.791300  0.037
H: 0.494188 4.290123 -0.941716  0.002
C: -0.709334 -6.373330 3.529874  0.000
C: -0.627624 -4.932022 3.117301  0.000
C: -1.206287 -3.948829 3.924539  0.000
C: -1.091550 -2.601518 3.591986  0.000
C: -0.374146 -2.235490 2.437767  0.000
C: 0.152385 -3.208393 1.588035  0.000
C: 0.031532 -4.550424 1.945253  0.000
S: -0.208166 -0.519433 2.096444  0.000
O: -1.349088 -0.186429 1.128511  0.001
O: -0.148352 0.274197 3.288471  0.001
O: 0.945570 -0.322248 1.095546  0.003
H: -0.309737 -6.510061 4.543005  0.000
H: -1.745578 -6.729818 3.543144  0.000
H: -0.136090 -7.003604 2.841663  0.000
H: -1.740004 -4.238209 4.829518  0.000
H: -1.554146 -1.839115 4.211065  0.000
H: 0.650599 -2.914673 0.666208  0.000
H: 0.469837 -5.321725 1.309119  0.000

Forces on the atoms, in the same order (eV/Å):
N 0.5 0.1 -0.6
C -2.5 -0.1 0.1
O 2.8 0.2 0.3
Hg 0.0 -0.2 0.1
Ta -1.2 0.9 1.3
N 0.8 -1.3 -1.5
N 0.0 -0.3 0.3
C -0.4 0.3 0.6
C -0.1 0.1 0.0
C -0.2 0.1 -0.2
C 0.1 0.2 0.1
C -0.3 0.1 0.4
C 0.1 -0.5 -0.3
C 0.2 -0.5 -0.2
C 0.2 -0.4 -0.5
H -0.2 0.0 0.1
H 0.2 -0.1 -0.2
H 0.0 0.1 0.1
H -0.2 0.1 0.0
H 0.2 -0.2 -0.2
H -0.1 -0.1 0.2
H 0.1 0.1 0.0
H 0.2 -0.4 -0.2
H -0.1 0.1 -0.2
H -0.2 0.2 0.1
H 0.1 0.2 0.3
H -0.3 0.1 -0.2
H -0.4 -0.2 -0.1
H 0.1 0.1 0.4
H 0.1 0.1 -0.2
H 0.1 0.2 -0.2
H -0.2 0.2 0.3
H 0.0 0.1 0.1
C 0.2 0.3 0.0
H 0.0 0.0 -0.3
H -0.2 0.4 0.2
H -0.2 -0.2 0.2
C 0.3 0.7 -0.2
H -0.4 0.1 -0.2
H 0.1 0.0 0.4
H 0.2 -0.3 0.2
C 0.1 -0.2 -0.1
C 0.0 0.0 0.1
C 0.0 0.5 -0.2
C 0.2 0.0 -0.1
C -0.1 -0.1 0.4
C 0.0 0.0 0.1
C 0.0 0.2 -0.2
S -0.4 -0.9 1.0
O 0.6 0.4 0.0
O 0.0 -0.7 -1.2
O -0.3 0.3 0.0
H -0.1 0.1 -0.2
H 0.1 0.1 0.0
H -0.1 0.1 0.2
H 0.1 0.1 -0.2
H 0.2 -0.1 0.0
H 0.1 -0.1 0.2
H -0.1 0.3 0.2

---

(2)
Below is C18H31MoN2OPSi as an isolated structure, with properties calculated with wB97M-V/def2-TZVPD.

Properties
* net charge: +2
* HOMO (alpha / beta): -15.16 / -15.09 eV
* orbital gap (alpha / beta): 0.211 / 0.249 Ha
* energy above the lowest of the compared OMol25 structures with the same formula, charge and spin: 0.0 kJ/mol
* E_LUMO (alpha / beta): -0.346 / -0.305 Eh

Each line ends with the Löwdin charge.
CARTESIAN COORDINATES (ANGSTROEM)
Mo: -0.369395 0.096215 0.147507  1.337
Si: 2.042205 0.240915 -0.412493  0.530
P: -0.932595 0.565115 -2.235193  0.748
N: -0.379195 -1.663185 -0.168093  -0.186
H: -0.592195 3.143415 2.230207  0.138
C: -2.706795 0.876115 -2.698393  -0.220
H: -2.835495 1.016715 -3.786993  0.075
H: -3.063395 1.776315 -2.169793  0.052
H: -3.315095 0.017515 -2.366693  0.055
C: -0.092095 2.023115 -3.003793  -0.231
H: -0.426895 2.191415 -4.042793  0.074
H: 0.996605 1.848315 -2.990293  0.039
H: -0.307195 2.918215 -2.396593  0.041
C: -0.476095 -0.822785 -3.359393  -0.251
H: -0.621395 -0.553685 -4.420193  0.072
H: -1.095095 -1.699485 -3.107493  0.050
H: 0.579405 -1.082285 -3.176593  0.028
C: 2.723805 2.029415 -0.239793  -0.274
H: 2.481705 2.450415 0.752507  0.010
H: 2.276605 2.699015 -0.995893  0.013
H: 3.822605 2.053815 -0.363193  0.048
H: 2.973605 -0.608185 0.430107  -0.035
H: 2.428105 -0.182185 -1.816293  -0.053
C: -0.368095 -3.016885 -0.356293  -0.365
C: -1.476195 -5.194785 -0.280993  -0.034
C: -1.513195 -3.810885 -0.083193  0.004
C: 0.808105 -3.656285 -0.832393  0.001
C: 0.829705 -5.039785 -1.024293  -0.032
C: -0.308495 -5.818085 -0.751193  -0.010
H: -2.367495 -5.794985 -0.065993  0.128
H: -2.417395 -3.314685 0.283307  0.124
H: 1.686505 -3.037185 -1.039293  0.113
H: 1.744305 -5.519085 -1.391193  0.128
H: -0.285395 -6.901985 -0.903793  0.132
C: -1.132795 3.120115 1.256607  -0.496
O: -0.863995 1.894615 0.631407  -0.421
C: -2.635895 3.240115 1.541107  -0.029
H: -2.976295 4.274015 1.351907  0.095
H: -2.863095 2.984815 2.591307  0.091
H: -3.203595 2.561215 0.882207  0.083
C: -0.608895 4.267015 0.384507  -0.034
H: -1.389095 4.619815 -0.312993  0.093
H: 0.263405 3.929615 -0.202393  0.061
H: -0.287495 5.112315 1.014507  0.102
C: 2.036705 -0.538685 4.424907  0.002
C: 1.895505 0.737315 3.889007  0.006
C: 1.230205 0.901215 2.672107  -0.116
N: 0.724705 -0.170585 1.988307  -0.160
C: 0.853005 -1.425385 2.524707  -0.092
C: 1.509705 -1.628485 3.741007  -0.002
H: 2.544405 -0.681185 5.369807  0.133
H: 2.293105 1.595615 4.414607  0.130
H: 1.123905 1.890515 2.286607  0.080
H: 0.441905 -2.287785 2.033607  0.098
H: 1.600505 -2.625785 4.152107  0.128

Forces on the atoms, in the same order (eV/Å):
Mo -0.9 1.6 1.2
Si 2.8 0.5 -1.0
P 0.3 0.3 -3.0
N -0.6 -0.2 0.1
H -0.1 -0.2 -0.5
C -0.2 -0.1 1.0
H 0.4 -0.1 0.5
H 0.1 -0.3 -0.2
H 0.2 0.4 -0.2
C 0.2 -0.1 0.6
H 0.1 -0.2 0.5
H -0.4 0.1 -0.1
H 0.1 -0.3 -0.3
C 0.1 -0.1 0.4
H 0.0 0.0 0.5
H 0.2 0.3 -0.2
H -0.4 0.1 -0.2
C -0.7 0.0 0.2
H 0.2 -0.1 -0.5
H 0.2 -0.3 0.3
H -0.5 -0.2 0.0
H -0.8 0.1 -0.1
H -0.6 0.1 0.3
C 0.0 0.0 -0.1
C -0.2 0.5 0.1
C -0.3 -0.4 0.0
C 0.2 -0.3 -0.1
C 0.2 0.5 0.0
C 0.0 0.4 0.0
H 0.4 0.3 -0.1
H 0.3 -0.3 -0.1
H -0.3 -0.3 0.0
H -0.4 0.2 0.2
H 0.0 0.5 0.1
C -0.4 1.1 0.4
O 0.6 -2.9 -0.3
C -0.3 0.1 0.3
H 0.1 -0.5 0.2
H 0.0 0.1 -0.5
H 0.2 0.3 0.2
C 0.2 0.1 -0.3
H 0.4 -0.1 0.3
H -0.3 0.2 0.3
H -0.2 -0.3 -0.3
C -0.1 0.0 -0.2
C -0.4 -0.2 -0.5
C 0.5 -1.4 1.1
N 0.2 -0.3 0.6
C 0.8 0.9 1.2
C -0.3 0.3 -0.5
H 0.0 0.0 0.0
H -0.1 0.0 -0.1
H -0.2 0.2 -0.5
H -0.1 0.1 -0.5
H -0.1 0.0 -0.1

---

(3)
Below is a 2-piece molecular cluster, C18H31N3O3 overall, with properties calculated with wB97M-V/def2-TZVPD.

Properties
* net charge: +1
* HOMO (alpha / beta): -11.12 / -11.76 eV
* spin multiplicity: 2
* orbital gap (alpha / beta): 0.210 / 0.234 Ha
* energy above the lowest of the compared OMol25 structures with the same formula, charge and spin: 0.0 kJ/mol
* E_LUMO (alpha / beta): -0.198 / -0.198 Eh

Each line ends with the Löwdin spin population.
CARTESIAN COORDINATES (ANGSTROEM)
N: -1.461815 5.087816 -3.193408  0.000
C: 0.015635 5.403945 -3.285219  0.000
C: 0.807792 4.382277 -4.245330  0.000
C: 2.079483 3.660849 -3.570684  0.000
C: 1.786662 3.122510 -2.086775  0.000
C: 2.679634 3.741167 -0.949272  0.000
N: 2.446920 3.337782 0.425894  0.000
C: 1.403173 2.389830 0.794873  0.000
C: 0.477848 1.694950 -0.263903  0.000
C: 0.652049 2.069999 -1.784034  0.000
C: -0.271059 1.454275 -2.955372  0.000
O: 0.176482 0.505973 -3.656572  0.000
O: -1.563462 1.935439 -3.278816  0.000
H: -1.721172 4.413257 -3.926662  0.000
H: -1.712085 4.746594 -2.254803  0.000
H: 0.067812 6.468850 -3.727519  0.000
H: 0.420469 5.479674 -2.219153  0.000
H: 1.178717 5.006701 -5.147279  0.000
H: 0.117634 3.538517 -4.629495  0.000
H: 2.321421 2.716353 -4.199283  0.000
H: 2.991459 4.344467 -3.646791  0.000
H: 3.500274 4.520047 -1.173445  0.000
H: 3.063343 3.786989 1.134006  0.000
H: 1.272691 2.157981 1.901928  0.000
H: -0.338878 0.941928 0.019779  0.000
H: -1.959729 2.427980 -2.509667  0.000
C: -1.328205 -4.616411 0.704582  0.001
C: -1.215857 -3.078326 0.831680  0.024
C: 0.220771 -2.648943 0.476793  0.014
C: 1.234075 -3.062800 1.540014  0.001
C: 0.822086 -2.554555 2.917761  0.014
C: -0.644281 -2.851230 3.308022  0.024
N: -1.617807 -2.619614 2.197785  0.337
O: -1.847842 -1.276730 2.126048  0.577
C: -0.790519 -4.306070 3.808135  0.002
C: -0.958093 -2.007685 4.577048  -0.001
C: -2.189415 -2.567868 -0.264697  -0.001
H: -1.309666 -4.926720 -0.343647  0.000
H: -0.503170 -5.158839 1.168173  0.000
H: -2.263543 -4.986092 1.135266  0.001
H: 0.269567 -1.560398 0.344853  0.003
H: 0.517332 -3.081908 -0.484406  0.001
H: 1.356122 -4.148724 1.559163  0.000
H: 2.215634 -2.653343 1.282865  0.001
H: 1.500171 -2.977649 3.666604  0.001
H: 0.993203 -1.470514 2.935543  0.002
H: -1.840400 -4.545964 4.006113  0.001
H: -0.247861 -4.457091 4.746125  0.000
H: -0.394811 -5.052838 3.123287  0.000
H: -0.760145 -0.941508 4.430442  0.000
H: -0.333884 -2.322224 5.417830  0.000
H: -2.002061 -2.123812 4.882537  0.000
H: -3.210591 -2.905674 -0.064282  0.000
H: -1.901618 -2.953361 -1.246959  0.000
H: -2.200489 -1.479258 -0.355679  -0.001

Forces on the atoms, in the same order (eV/Å):
N 1.1 -0.3 0.2
C -0.6 0.6 -0.4
C 0.2 0.2 0.0
C -0.3 -1.0 -0.2
C 0.3 0.2 2.0
C -3.1 -2.7 -0.3
N -2.0 -1.2 -2.9
C -0.5 -0.3 -3.0
C 2.6 2.7 -1.5
C 1.9 2.2 3.4
C 0.6 -3.1 -2.7
O -1.4 4.3 3.3
O 2.3 -0.2 2.4
H 0.0 0.5 0.7
H 0.1 0.1 -0.8
H 0.2 -1.7 0.7
H -0.3 -0.3 -1.5
H -0.5 -1.4 1.4
H 0.9 1.6 0.6
H -0.3 1.6 1.0
H -1.2 -1.0 0.6
H -1.5 -1.5 0.5
H -0.9 -0.7 -0.5
H 0.3 0.4 -1.8
H 1.5 1.3 -0.1
H 0.6 -0.4 -1.0
C 0.2 -0.3 0.3
C -0.4 -1.4 -1.6
C 0.2 0.0 0.3
C 0.0 0.0 0.0
C 0.0 0.2 -0.5
C 0.3 -1.1 1.9
N 1.2 4.3 -0.7
O -0.1 -2.5 0.2
C 0.1 -0.4 -0.1
C -0.3 0.5 -0.6
C 0.0 0.5 0.5
H -0.1 0.3 0.0
H -0.1 0.1 0.1
H 0.1 0.1 0.0
H -0.2 0.0 0.1
H -0.3 0.0 0.1
H -0.1 0.0 -0.1
H 0.0 -0.1 0.0
H -0.3 0.0 0.1
H -0.2 0.0 0.1
H 0.1 0.1 -0.1
H 0.0 0.2 -0.1
H -0.1 0.0 -0.1
H -0.2 -0.2 -0.1
H 0.0 -0.2 -0.3
H 0.1 0.0 -0.1
H 0.1 0.1 0.0
H 0.1 -0.2 0.3
H 0.0 -0.1 0.2

---

(4)
Below is a 2-piece molecular cluster, C18H31N8O7 overall, with properties calculated with wB97M-V/def2-TZVPD.

Properties
* net charge: +1
* HOMO: -11.53 eV
* orbital gap: 0.324 Ha
* E_LUMO: -0.100 Eh

Each line ends with the Löwdin charge.
CARTESIAN COORDINATES (ANGSTROEM)
O: -1.771157 6.569472 -3.871205  0.098
O: -1.504774 2.553616 -1.965471  0.060
O: 2.928239 6.290483 -1.866664  0.090
O: -4.313708 -5.818604 1.393471  0.040
O: 3.919781 1.380560 -0.595314  0.033
O: -4.521380 -0.891518 1.920071  0.060
O: 6.159232 1.050933 -1.011227  -0.008
C: -1.098327 5.722411 -3.320341  -0.457
C: -1.003197 3.606180 -2.304653  -0.519
C: 2.364771 5.212932 -1.752399  -0.404
C: -5.153838 -4.958199 1.158330  -0.552
C: 5.044757 1.807529 -0.889107  -0.401
C: -3.847442 -1.750388 2.469832  -0.470
C: 0.272888 5.974755 -2.921722  0.115
C: 0.970602 5.013519 -2.211150  -0.101
C: 1.831584 -1.354969 0.051369  -0.478
N: 1.388991 -0.199275 -0.350553  0.241
N: -1.667887 4.507621 -3.073088  0.225
N: 0.290971 3.818073 -1.914957  0.149
N: -3.282109 -1.494550 3.651768  0.037
N: 3.001137 4.165165 -1.105275  0.061
N: 1.086942 -2.446190 0.103359  0.106
N: -4.910148 -3.652056 1.301496  0.107
N: 3.081710 -1.383908 0.408023  0.213
C: 6.021297 -0.369627 -0.890478  -0.038
C: -6.533300 -5.352096 0.683766  0.006
C: -2.487936 -2.398958 4.484587  -0.057
C: 5.280502 3.297240 -1.143625  -0.058
C: 4.303469 4.248326 -0.455488  -0.148
C: -0.335580 -2.586447 -0.270491  -0.141
C: -1.235074 -2.659867 0.969305  -0.177
C: -2.681294 -2.970910 0.561934  -0.128
C: -3.628504 -3.098712 1.769393  -0.208
H: 0.713111 6.933319 -3.179777  0.140
H: 2.046669 0.560286 -0.446924  0.094
H: 0.434526 -0.109508 -0.656503  0.124
H: -2.661581 4.400649 -3.218180  0.184
H: 0.540777 3.304872 -1.079473  0.147
H: -3.507384 -0.585817 4.028732  0.148
H: 2.568715 3.251051 -1.176241  0.105
H: 1.543082 -3.288406 0.412772  0.160
H: -5.656197 -3.002394 1.092813  0.149
H: 3.606623 -0.522903 0.357393  0.081
H: 3.499201 -2.227921 0.756544  0.138
H: 6.968281 -0.852147 -1.153408  0.108
H: 5.247971 -0.750902 -1.566059  0.099
H: 5.774680 -0.644963 0.139068  0.087
H: -7.273765 -5.015761 1.406886  0.085
H: -6.729711 -4.899866 -0.286541  0.084
H: -6.580073 -6.437275 0.594732  0.088
H: -1.624265 -2.770546 3.932985  0.068
H: -2.135135 -1.868828 5.371012  0.092
H: -3.099847 -3.244108 4.808283  0.093
H: 5.265699 3.474323 -2.222982  0.145
H: 6.287774 3.537786 -0.790282  0.133
H: 4.706104 5.267803 -0.511289  0.134
H: 4.213386 4.000962 0.608713  0.131
H: -0.662637 -1.760448 -0.905001  0.123
H: -0.454941 -3.510190 -0.842114  0.136
H: -1.193631 -1.707337 1.498841  0.119
H: -0.874551 -3.452596 1.626714  0.119
H: -3.050806 -2.189414 -0.105354  0.131
H: -2.683904 -3.915402 0.013630  0.125
H: -3.199386 -3.806858 2.477513  0.132

Forces on the atoms, in the same order (eV/Å):
O 0.1 0.2 -0.1
O -0.6 -0.5 0.3
O -0.7 -0.5 -0.2
O 0.2 0.4 0.0
O 1.5 -0.3 -0.2
O -0.1 -0.2 -0.3
O -1.1 0.7 0.0
C -1.0 2.0 -1.1
C -0.9 -2.3 0.4
C 2.0 0.8 1.0
C 0.3 -1.8 0.0
C -0.6 0.1 0.1
C -0.8 0.3 -1.1
C 2.1 -1.6 1.4
C -2.2 1.1 -1.3
C -0.8 -0.7 -0.1
N -1.3 1.1 -0.6
N 1.4 -0.3 0.8
N 1.3 1.5 -0.1
N 0.8 -0.2 1.0
N -1.4 0.1 -0.4
N -0.6 -0.3 -0.3
N 0.1 1.8 0.5
N 1.9 -0.5 0.7
C -0.2 -0.5 0.0
C 0.1 0.1 0.0
C -0.4 -0.1 -0.2
C 0.8 -0.3 0.4
C -0.2 -0.4 -0.3
C -0.2 -0.1 0.6
C -0.3 0.0 -0.4
C 0.4 0.2 0.3
C -0.2 -0.7 -0.2
H -0.1 -0.3 0.0
H -0.1 0.1 -0.1
H 0.1 0.3 -0.1
H 0.0 -0.2 -0.1
H -0.2 0.0 -0.3
H 0.0 0.0 -0.1
H 0.4 0.2 0.2
H 0.0 0.0 0.1
H 0.2 0.1 0.1
H 0.2 -0.1 0.0
H 0.2 0.1 0.0
H -0.1 0.5 0.0
H 0.1 0.2 0.1
H 0.1 0.1 -0.1
H -0.2 0.1 -0.1
H -0.2 0.1 0.0
H 0.1 0.2 0.0
H 0.0 0.0 0.1
H -0.1 0.0 -0.2
H 0.2 0.0 0.1
H 0.0 -0.1 0.0
H 0.0 -0.2 -0.2
H -0.4 -0.3 -0.2
H -0.1 0.0 -0.2
H 0.2 -0.1 -0.1
H 0.2 0.2 -0.1
H 0.1 0.0 0.2
H 0.1 0.0 0.1
H -0.1 0.0 0.0
H -0.2 0.0 0.1
H -0.1 -0.2 -0.1